(1)
Below is a structure of composition C26H26BeN4OPS, with properties calculated with ωB97M-V/def2-TZVPD.

Results
highest occupied orbital energy = -10.6 eV
orbital gap = 8.22 eV
lowest unoccupied orbital energy = -2.4 eV

Geometry as ORCA input:
```
! RIJCOSX wB97M-V def2-TZVPD def2/J DEFGRID3
* xyz 1 1
Be 0.07941 0.10030 -0.09289
C -2.62765 1.23086 3.51517
C -2.22753 -0.18108 3.29499
N -2.30040 -1.13720 4.14664
N -1.80451 -2.22489 3.47525
C -1.41684 -1.99502 2.21700
S -0.81963 -3.10444 1.12469
N -1.67889 -0.65606 2.10591
N -1.46824 0.13549 0.97265
H -3.04771 1.31478 4.51345
H -3.37849 1.54922 2.78877
H -1.76897 1.90273 3.44104
H -1.76489 -3.11973 3.92951
H -1.41709 1.10069 1.30129
H -2.28177 0.07504 0.36022
C -0.62970 3.80886 -5.24856
C -0.37395 2.45819 -5.06436
C -0.24064 1.94935 -3.78022
C -0.35502 2.79019 -2.67449
C -0.62417 4.14518 -2.86326
C -0.75812 4.64953 -4.14881
P -0.05398 2.10195 -1.02189
C -1.06983 3.13769 0.09121
C -2.45081 3.20411 -0.13669
C -3.26394 3.94678 0.70757
C -2.70659 4.62185 1.78964
C -1.34249 4.54442 2.03070
C -0.52229 3.80038 1.18640
C 1.66992 2.48256 -0.59333
C 2.34923 3.58434 -1.04971
C 3.67717 3.81808 -0.63570
C 4.28917 2.95251 0.22892
C 3.61659 1.80458 0.71307
C 4.23335 0.89631 1.60943
C 3.55950 -0.21152 2.03828
C 2.24705 -0.47562 1.58106
C 1.58119 0.36372 0.71736
C 2.28907 1.54180 0.28801
H -0.73375 4.20943 -6.24952
H -0.28613 1.79931 -5.92021
H -0.05168 0.89174 -3.63700
H -0.73175 4.80744 -2.01262
H -0.96589 5.70359 -4.29206
H -2.87959 2.69432 -0.99412
H -4.32948 4.01138 0.51715
H -3.33761 5.21591 2.44199
H -0.91126 5.07193 2.87332
H 0.54700 3.75015 1.36314
H 1.87822 4.28368 -1.72906
H 4.20627 4.68878 -1.00506
H 5.30939 3.13448 0.54820
H 5.24491 1.09817 1.94593
H 4.03464 -0.90354 2.72466
H 1.76295 -1.39025 1.92191
C 0.73893 -1.55007 -2.14566
O -0.19723 -1.14823 -1.11352
H 0.18906 -1.90235 -3.01413
H 1.39377 -2.33511 -1.77119
H 1.34501 -0.68672 -2.41061
H -0.47438 -1.93062 -0.56160
*
```



(2)
Below is a cluster of 2 separate species, C8H8ClN3 in total in a non-equilibrium geometry, with properties calculated with ωB97M-V/def2-TZVPD.

Results
highest occupied orbital energy = -9.3 eV
orbital gap = 9.60 eV
SMILES = C=C/N=C(\Cl)n1cccn1.C#C
lowest unoccupied orbital energy = 0.3 eV

Geometry as ORCA input:
```
! RIJCOSX wB97M-V def2-TZVPD def2/J DEFGRID3
* xyz 0 1
C 2.95256 1.32188 -0.23574
C 3.04402 0.15086 -1.01374
C 1.82293 1.04081 0.50553
C -1.51487 -0.22496 -2.24109
C -0.97834 0.64633 -1.68053
C -1.95742 -0.33896 1.68644
C -2.96621 -1.00442 1.19691
C 0.03115 -0.56101 0.52186
N 2.05107 -0.68216 -0.83152
N -0.75832 0.12434 1.17223
N 1.26075 -0.05376 0.10113
Cl -0.09679 -2.35341 0.55460
H 3.52730 2.16689 -0.30926
H 3.73026 -0.05882 -1.67410
H 1.32718 1.61266 1.43086
H -2.09969 -0.73057 -2.97642
H -0.52845 1.33931 -1.02949
H -2.00164 0.00948 2.72183
H -3.85034 -1.13481 1.89491
H -2.99514 -1.26968 0.20559
*
```



(3)
Below is a structure of composition CH3N2S in a non-equilibrium geometry, with properties calculated with ωB97M-V/def2-TZVPD.

Results
highest occupied orbital energy = -15.2 eV
orbital gap = 9.36 eV
lowest unoccupied orbital energy = -5.8 eV

Geometry as ORCA input:
```
! RIJCOSX wB97M-V def2-TZVPD def2/J DEFGRID3
* xyz 1 1
C -0.01037 0.28525 -0.17437
N -1.15168 -0.08706 -0.81518
N 0.57146 0.22655 0.95644
S 0.17944 0.67503 -1.79757
H -1.12859 -1.41832 -0.79598
H -0.03020 -0.24054 1.67429
H 1.56996 0.55908 0.95237
*
```



(4)
Below is an isolated molecule of C4H7NO, with properties calculated with ωB97M-V/def2-TZVPD.

Results
highest occupied orbital energy = -8.8 eV
orbital gap = 8.29 eV
lowest unoccupied orbital energy = -0.5 eV

Geometry as ORCA input:
```
! RIJCOSX wB97M-V def2-TZVPD def2/J DEFGRID3
* xyz 0 1
O -0.05288 2.31463 0.59123
N 0.02917 1.04471 1.11620
C -0.19677 0.12984 0.24865
C -0.46023 0.36590 -1.21283
C 1.36294 -1.45812 0.31958
C -0.03252 -1.29150 0.80105
H 0.20460 2.86488 1.34378
H -1.52920 0.46593 -1.43377
H 0.03763 1.28439 -1.53258
H 1.27313 -1.78901 -0.74198
H -0.07774 -0.47205 -1.79980
H -0.80983 -1.95764 0.39858
H -0.08712 -1.23289 1.88953
*
```



Calculated energy relative to the best compared isomer or geometry (same formula, charge and spin) (eV), listed in the same order as above: 0.0000 6.1261 0.9713 6.2835